Below is C69H77AsBiN4O7 as an isolated structure, with properties calculated with ωB97M-V with the def2-TZVPD basis set.

Last column: Mulliken charge in e.
Cartesian coordinates (Å):
Bi  0.489242  -1.278550  0.625896  2.21
C  0.588973  -4.610098  2.495930  -1.10
C  2.052091  -4.999288  2.676740  0.10
C  2.263588  -6.451976  2.225930  -1.58
C  3.127167  -4.117421  2.048459  1.24
C  4.359425  -4.171550  2.703843  -0.37
C  5.471254  -3.507602  2.232177  -1.64
C  5.384243  -2.793420  1.047617  -0.21
C  4.184984  -2.709538  0.354875  -0.16
C  4.131899  -2.005202  -0.989574  2.53
C  4.231228  -3.028776  -2.128263  -1.52
C  5.227726  -0.955974  -1.164574  -2.50
C  3.042387  -3.339142  0.887434  -0.64
N  1.803825  -3.099368  0.202494  1.02
C  1.337795  -4.077466  -0.609646  0.03
O  1.810468  -5.187470  -0.786699  -0.68
C  0.147033  -3.649313  -1.436127  -0.50
C  -0.381904  -4.367570  -2.494366  -0.65
C  -1.316802  -3.732706  -3.303369  -1.23
C  -1.655655  -2.398623  -3.086560  -1.03
C  -1.088899  -1.757732  -2.004755  0.72
N  -0.265162  -2.416250  -1.202870  0.27
C  -1.059931  -0.260677  -1.798908  -0.41
O  -1.859894  0.460956  -2.359085  -0.02
N  0.039470  0.143445  -1.077081  0.56
C  0.567324  1.409671  -1.501029  -1.32
C  0.586776  2.567653  -0.713149  1.19
C  0.998272  3.762476  -1.306109  -0.49
C  1.377686  3.825340  -2.630538  -1.50
C  1.422769  2.660867  -3.377102  -0.35
C  1.053502  1.443577  -2.826748  1.36
C  1.178982  0.195479  -3.686206  1.47
C  0.196605  0.215997  -4.862085  -1.89
C  2.610172  0.010038  -4.197089  -1.38
C  0.105404  2.640915  0.721905  2.20
C  -1.182618  3.462317  0.799702  -1.85
C  1.169786  3.259962  1.634502  -1.82
H  -0.019235  -5.183466  3.198854  0.70
H  0.397401  -3.554589  2.696823  -0.06
H  0.230607  -4.847352  1.494642  -0.06
H  2.250733  -4.964639  3.752793  0.73
H  2.150448  -6.529960  1.145461  0.24
H  3.261455  -6.802169  2.490769  0.44
H  1.533520  -7.106864  2.706503  0.46
H  4.436001  -4.760550  3.611281  0.47
H  6.406792  -3.557598  2.774340  0.43
H  6.269230  -2.309241  0.658136  0.43
H  3.165324  -1.500202  -1.072417  -1.26
H  5.210422  -3.511814  -2.106486  0.42
H  3.479426  -3.812090  -2.046174  0.28
H  4.117477  -2.533712  -3.095749  0.36
H  6.205694  -1.421023  -1.299032  0.58
H  5.035812  -0.367351  -2.062935  0.43
H  5.292784  -0.280668  -0.309068  0.53
H  -0.025456  -5.369937  -2.683693  0.64
H  -1.747136  -4.262385  -4.143336  0.45
H  -2.312903  -1.854886  -3.750960  0.79
H  0.975516  4.675866  -0.724435  0.55
H  1.655652  4.772626  -3.073997  0.50
H  1.747630  2.699317  -4.410161  0.41
H  0.960755  -0.676204  -3.067272  -0.98
H  0.467715  1.001011  -5.571078  0.41
H  0.220900  -0.737053  -5.394787  0.41
H  -0.822800  0.405757  -4.525858  0.23
H  2.900389  0.812907  -4.877254  0.33
H  3.325664  -0.015421  -3.372966  0.05
H  2.694743  -0.931192  -4.743559  0.50
H  -0.120940  1.634321  1.083602  -1.06
H  -1.909712  3.106026  0.076959  0.15
H  -1.623624  3.400102  1.797409  0.55
H  -0.982934  4.513466  0.579837  0.36
H  1.603926  4.154634  1.186714  0.33
H  0.723959  3.558941  2.583444  0.60
H  1.981195  2.560904  1.839825  0.19
C  0.083549  0.695350  4.515239  -0.93
O  -0.536565  -0.120402  3.534674  0.43
C  -1.441567  -1.017017  4.148667  -1.32
C  -2.443061  -1.558238  3.166104  -0.46
O  -1.797464  -2.467892  2.284637  0.16
C  -2.630497  -3.542238  1.858887  -0.61
C  -3.861772  -3.193857  1.060557  -0.82
O  -3.521381  -2.654128  -0.203702  0.37
C  -4.300265  -3.244355  -1.235267  -1.07
H  0.852533  1.278270  4.024149  0.09
H  0.549873  0.087910  5.296843  0.39
H  -0.649574  1.364769  4.976842  0.29
H  -0.879917  -1.852453  4.587552  0.32
H  -1.982733  -0.511650  4.956933  0.54
H  -3.218207  -2.078880  3.739973  0.70
H  -2.914588  -0.750229  2.597590  0.07
H  -1.992968  -4.190151  1.255592  0.11
H  -2.946178  -4.100948  2.749548  0.47
H  -4.410929  -4.132385  0.929098  0.55
H  -4.519007  -2.501822  1.600268  0.28
H  -3.984585  -4.279035  -1.413419  0.35
H  -4.163587  -2.655665  -2.137069  0.10
H  -5.361547  -3.236563  -0.979801  0.47
C  4.831238  5.876223  1.589515  -1.10
O  4.678064  4.520166  1.181862  -0.31
C  4.723374  4.248898  -0.148533  0.59
C  5.050374  5.188976  -1.116613  -0.50
C  5.080950  4.836067  -2.458864  -1.04
C  4.753798  3.552440  -2.857254  -0.90
C  4.391080  2.620849  -1.901071  0.68
C  4.393840  2.946946  -0.556383  -0.06
N  4.027136  1.921426  0.359524  1.88
C  4.426992  1.789694  1.590627  -0.55
C  4.024572  0.766663  2.481454  0.72
C  4.664668  0.740153  3.741914  -0.71
C  4.325305  -0.178592  4.695566  -1.34
C  3.316281  -1.104070  4.394814  -0.53
C  2.679023  -1.105016  3.177764  -0.50
C  3.012593  -0.180943  2.169299  1.76
O  2.454725  -0.157506  0.980363  -0.34
H  5.818764  6.257104  1.325689  0.38
H  4.721839  5.876456  2.669577  0.27
H  4.059693  6.505161  1.142093  0.41
H  5.289655  6.201607  -0.829504  0.46
H  5.351248  5.582014  -3.194047  0.41
H  4.768133  3.277298  -3.902457  0.47
H  4.102913  1.619069  -2.190986  -0.30
H  3.368815  1.208685  0.034317  -1.32
H  5.143341  2.514433  1.948698  0.73
H  5.455404  1.457102  3.930837  0.51
H  4.826914  -0.199084  5.652139  0.44
H  3.034739  -1.846746  5.131658  0.53
H  1.928826  -1.861606  2.989013  -0.59
C  -5.162868  5.952727  -1.337140  -0.53
C  -4.185374  5.253502  -2.032705  -0.76
C  -3.935999  3.924008  -1.728398  0.01
C  -4.667165  3.277926  -0.733480  0.37
C  -5.628833  3.987595  -0.025359  -0.43
C  -5.875729  5.321109  -0.329018  -0.74
As  -4.269396  1.376696  -0.448423  0.73
C  -5.427507  0.749631  -1.879174  0.10
C  -5.141516  0.747842  -3.235507  -0.30
C  -6.095724  0.287288  -4.133352  -0.82
C  -7.326266  -0.168238  -3.671706  -0.78
C  -7.609883  -0.172471  -2.314403  -0.67
C  -6.658377  0.284127  -1.408258  0.43
C  -6.811838  0.328563  0.061097  0.93
C  -7.890794  -0.171523  0.783454  -0.49
C  -7.903014  -0.072906  2.167336  -0.80
C  -6.849044  0.534605  2.839957  -0.76
C  -5.763672  1.025935  2.124539  -0.54
C  -5.738438  0.917003  0.741694  -0.68
H  -5.370225  6.985837  -1.583878  0.38
H  -3.613568  5.746023  -2.809064  0.44
H  -3.167883  3.381218  -2.272030  0.34
H  -6.199958  3.504685  0.757938  0.36
H  -6.631919  5.865357  0.222396  0.41
H  -4.179080  1.099745  -3.586811  0.46
H  -5.882920  0.282922  -5.194801  0.45
H  -8.072074  -0.511960  -4.376612  0.42
H  -8.573514  -0.526576  -1.968996  0.39
H  -8.724736  -0.636784  0.272579  0.39
H  -8.743413  -0.464361  2.725774  0.42
H  -6.873658  0.619329  3.918998  0.44
H  -4.945190  1.510466  2.646677  0.53

Atoms 1-6, force components in eV/Å:
Bi 0.356 0.185 0.306
C 0.061 0.049 0.021
C -0.044 -0.028 -0.097
C -0.002 0.014 0.031
C 0.040 -0.038 0.031
C 0.009 -0.002 -0.012

HOMO-LUMO gap (hartree): 0.253
Total charge: +1
Max |F| (eV/A): 0.50